# 1
The following is a quantum chemistry calculation of a structure of composition C33H37CrN8O3 in a non-equilibrium geometry, from the OMol25 dataset.

The value obtained for the orbital gap (spin up / spin down) is 6.247 / 6.659 eV. The lowest unoccupied orbital energy (spin up / spin down) comes out at -0.2127 / -0.1975 Eh. Its expectation value of S² is 3.822. The energy above the lowest of the compared OMol25 structures with the same formula, charge and spin comes out at 0.00 kcal per mole.

Geometry as ORCA input:
```
! wB97M-V def2-TZVPD RIJCOSX def2/J DEFGRID3
* xyz 2 4
Cr -0.0026 0.1316 0.3569
O -0.3773 2.1435 5.2101
C -0.6567 0.8703 5.4715
C -0.4733 0.3654 6.7812
C -0.5637 -0.9910 7.0426
C -1.0274 -1.8708 6.0894
C -1.3170 -1.3904 4.8115
C -1.0379 -0.0774 4.4919
C -1.0191 0.3113 3.0831
O -0.8849 -0.5794 2.1646
N -1.0145 1.5888 2.8093
N -1.0489 1.8713 1.4546
C -1.0769 3.1268 1.1064
C -1.2635 3.6044 -0.2898
C -0.5924 4.7528 -0.7237
C -0.7325 5.1115 -2.0678
C -1.5509 4.3667 -2.9118
C -2.2521 3.2645 -2.3359
N -2.0556 2.8866 -1.0651
H -0.7077 2.2533 4.2396
H -0.1088 1.0870 7.5333
H -0.2317 -1.3517 8.0178
H -1.0923 -2.9497 6.3320
H -1.8034 -2.0098 4.0426
H -1.0695 3.9400 1.8345
H 0.0602 5.2894 -0.0162
H -0.2416 6.0209 -2.4635
H -1.6518 4.6252 -3.9677
H -2.9619 2.6669 -2.9186
C -3.9501 -0.9841 -1.5355
C -2.6297 -1.2090 -0.8279
O -1.8860 -0.2355 -0.4154
N -2.2939 -2.4967 -0.5980
C -1.5768 -2.9821 0.5744
C -0.0950 -3.1360 0.3123
C 0.5024 -4.4035 0.4191
C 1.8391 -4.5403 0.0649
C 2.4997 -3.4489 -0.4846
C 1.8543 -2.2053 -0.5211
N 0.5735 -2.0320 -0.0714
H -4.4041 -0.1029 -1.1019
H -4.5696 -1.8957 -1.4189
H -3.7962 -0.8049 -2.6068
H -2.9539 -3.1652 -0.9786
H -2.0242 -3.9726 0.8253
H -1.7222 -2.3334 1.4312
H -0.0870 -5.2440 0.7507
H 2.4057 -5.4547 0.2628
H 3.5460 -3.4586 -0.8251
H 2.3871 -1.3251 -0.8437
N 2.8563 0.9703 3.4369
C 2.8660 -0.4243 3.4972
C 2.1453 -0.8496 2.4352
N 1.7480 0.2322 1.6929
C 2.1628 1.3347 2.3487
H 3.4069 1.5907 4.0636
H 3.3106 -0.9790 4.3137
H 1.9306 -1.8567 2.1419
H 1.9975 2.3716 2.0331
C 0.3640 -2.3555 -3.5594
N -0.1049 -1.1667 -4.3568
C 0.8762 -0.9081 -5.4633
C -0.4640 0.0807 -3.5178
C 0.6855 0.8531 -2.9247
C 1.4450 1.5827 -3.8532
C 2.5572 2.3344 -3.5102
C 2.7581 2.5490 -2.1637
C 1.9717 1.8847 -1.2337
C 0.9225 1.0234 -1.5365
H 0.3195 -3.2329 -4.2322
H -0.3192 -2.5162 -2.7264
H 1.3818 -2.1820 -3.2035
H -0.9761 -1.4312 -4.8188
H 1.8694 -0.6697 -5.0733
H 0.5321 -0.0668 -6.0969
H 0.9219 -1.8363 -6.0885
H -1.1568 -0.2729 -2.7348
H -1.0056 0.7352 -4.2351
H 1.1602 1.5426 -4.8848
H 3.2173 2.7997 -4.2779
H 3.5859 3.1555 -1.8053
H 2.1709 2.0796 -0.1912
*
```

***

# 2
The following is a quantum chemistry calculation of a structure of composition C33H37N4O5TeY in a non-equilibrium geometry, from the OMol25 dataset.

The value obtained for the orbital gap (spin up / spin down) is 4.344 / 8.550 eV. The lowest unoccupied orbital energy (spin up / spin down) comes out at -0.1070 / -0.1059 Eh. Its expectation value of S² is 0.773. The energy above the lowest of the compared OMol25 structures with the same formula, charge and spin comes out at 32.17 kcal per mole.

Geometry as ORCA input:
```
! wB97M-V def2-TZVPD RIJCOSX def2/J DEFGRID3
* xyz 1 2
Y -0.1543 -0.8843 -1.3331
N -2.2867 -2.3864 -1.7844
C -3.4851 -1.5211 -1.9053
C -3.3115 -0.5107 -3.0540
C -1.9776 0.1155 -2.7186
O -1.9243 0.9362 -1.7701
O -0.9377 -0.3701 -3.2430
H -2.2131 -2.9311 -2.6487
H -2.4619 -3.0529 -1.0292
H -3.5862 -0.9641 -0.9637
H -4.3957 -2.1087 -2.0715
H -4.1115 0.2265 -3.0363
H -3.2603 -1.0115 -4.0204
C -2.5743 4.5552 6.0068
C -2.2936 3.6283 4.8652
C -2.0764 4.1070 3.5812
C -1.8174 3.2549 2.5194
C -1.6302 3.8389 1.1529
C -1.7364 1.8719 2.7473
Te -1.5937 0.8464 0.8396
N -0.6182 -0.9534 0.8032
C -1.5470 -1.8213 1.2044
O -2.6890 -1.4085 1.4952
C -1.0820 -3.2096 1.4658
C -1.4377 -3.7815 2.6861
C -0.8773 -4.9854 3.0769
C 0.0319 -5.6337 2.2553
C 0.3533 -5.0904 1.0189
C -0.1947 -3.8829 0.6245
C 0.4034 1.4972 0.3386
C 0.6845 1.9535 -0.9540
C 1.9969 2.0987 -1.3915
C 3.0416 1.7835 -0.5374
C 2.7685 1.3757 0.7563
C 1.4620 1.2191 1.2162
C 1.2440 0.7845 2.6331
C -1.9982 1.3652 4.0192
C -2.0307 -0.1002 4.2972
C -2.2610 2.2538 5.0555
H -2.6193 5.5892 5.6765
H -1.7943 4.4717 6.7625
H -3.5212 4.3014 6.4800
H -2.1301 5.1692 3.3989
H -2.0317 4.8491 1.1198
H -2.1542 3.2426 0.3975
H -0.5726 3.8827 0.8932
H -2.1372 -3.2635 3.3260
H -1.1447 -5.4100 4.0312
H 0.4821 -6.5666 2.5644
H 1.0380 -5.6039 0.3578
H 0.0595 -3.4762 -0.3610
H -0.1240 2.2502 -1.6125
H 2.1961 2.4775 -2.3844
H 4.0642 1.8611 -0.8725
H 3.5857 1.1694 1.4332
H 2.1328 0.2822 3.0092
H 0.3939 0.1067 2.7122
H 1.0548 1.6518 3.2679
H -2.0957 -0.6514 3.3672
H -2.9039 -0.3386 4.8986
H -1.1476 -0.4135 4.8500
H -2.4655 1.8499 6.0363
O 1.8178 0.4892 -7.5712
C 3.1599 0.3267 -7.2001
N 3.1422 -0.2833 -5.8977
C 3.8899 0.1687 -4.8674
O 4.7645 0.9988 -4.9768
C 3.5666 -0.4799 -3.5531
C 4.5948 -0.8691 -2.6864
C 4.2347 -1.4477 -1.4754
C 2.9033 -1.5962 -1.1594
N 1.8913 -1.1954 -1.9754
C 2.2552 -0.6529 -3.1648
H 1.7671 0.8680 -8.4540
H 3.6940 1.2826 -7.1116
H 3.6920 -0.3236 -7.9136
H 2.3776 -0.9260 -5.7516
H 5.6227 -0.7236 -2.9758
H 4.9871 -1.7844 -0.7809
H 2.6066 -2.0584 -0.2233
H 1.4457 -0.3297 -3.8140
*
```

***

# 3
The following is a quantum chemistry calculation of a structure of composition C33H37N6O5SSiZn in a non-equilibrium geometry, from the OMol25 dataset.

The value obtained for the orbital gap is 7.027 eV. The lowest unoccupied orbital energy comes out at 0.0892 Eh. The energy above the lowest of the compared OMol25 structures with the same formula, charge and spin comes out at 6.71 kcal per mole.

Geometry as ORCA input:
```
! wB97M-V def2-TZVPD RIJCOSX def2/J DEFGRID3
* xyz -1 1
Zn 1.2161 -0.8453 0.5882
N 3.2141 -0.7037 1.6706
C 4.3578 -0.9969 0.8191
C 4.0446 -0.4546 -0.6204
O 4.9874 -0.0705 -1.3024
O 2.8331 -0.4928 -0.9371
H 3.0784 0.3047 1.6699
H 3.3671 -1.0156 2.6246
H 4.4945 -2.0805 0.7485
H 5.2913 -0.5470 1.1823
O -0.3663 2.6642 1.5181
S 0.8330 1.9229 1.8464
O 1.8748 1.9042 0.8531
N 0.5862 0.4027 2.2698
C -0.1292 0.0408 3.3459
C -0.8604 0.9056 4.1565
C -1.5725 0.4406 5.2582
C -1.6078 -0.8938 5.5806
C -0.8934 -1.8142 4.7946
C -0.8954 -3.2015 5.0508
C -0.1422 -4.0337 4.2675
C 0.6178 -3.4692 3.2332
N 0.6287 -2.1908 2.9553
C -0.1194 -1.3564 3.6906
C 1.5612 2.7897 3.2765
C 2.8066 2.4418 3.7666
C 3.3599 3.1560 4.8179
C 2.6593 4.2112 5.3802
C 1.4151 4.5638 4.8819
C 0.8719 3.8545 3.8253
H -0.8954 1.9522 3.9007
H -2.1179 1.1510 5.8664
H -2.1690 -1.2494 6.4336
H -1.4992 -3.5813 5.8661
H -0.1232 -5.1004 4.4377
H 1.2405 -4.0917 2.6055
H 3.3436 1.6221 3.3165
H 4.3397 2.8952 5.1954
H 3.0890 4.7663 6.2030
H 0.8696 5.3910 5.3129
H -0.0873 4.1151 3.4050
C -4.6454 -1.5924 -5.1566
C -3.6291 -0.4924 -5.2233
C -2.2972 -0.7128 -4.9048
C -1.3621 0.3019 -4.9899
C -1.7468 1.5703 -5.4083
N -0.8400 2.6252 -5.5618
C 0.4550 2.7604 -5.0944
O 1.2796 3.3560 -5.7624
N 0.7671 2.2391 -3.8733
C -0.0369 1.9022 -2.7805
C -1.3077 2.4248 -2.5643
C -2.0140 2.0045 -1.4489
C -1.4285 1.0927 -0.5858
N -0.1968 0.6429 -0.7623
C 0.4862 1.0381 -1.8170
C -3.0828 1.7954 -5.7385
C -4.0087 0.7784 -5.6379
H -4.1778 -2.5329 -4.8785
H -5.1312 -1.7126 -6.1251
H -5.4162 -1.3561 -4.4231
H -1.9803 -1.6967 -4.5942
H -0.3311 0.0979 -4.7531
H -1.0134 3.2132 -6.3664
H 1.7634 2.1920 -3.6968
H -1.7311 3.1479 -3.2449
H -3.0008 2.3935 -1.2502
H -1.9548 0.7080 0.2766
H 1.4890 0.6385 -1.8931
H -3.3864 2.7744 -6.0828
H -5.0425 0.9688 -5.8934
C 1.5500 -4.1579 -0.7134
Si 0.3064 -2.6860 -0.5661
C -0.1770 -2.3464 -2.4093
C -1.3231 -3.5158 0.0757
H 1.2145 -4.9414 -1.3868
H 1.7351 -4.6061 0.2572
H 2.4994 -3.7855 -1.0830
H -0.5240 -3.2459 -2.9153
H 0.6699 -1.9540 -2.9620
H -0.9689 -1.6040 -2.4554
H -1.6817 -4.2902 -0.5972
H -2.1092 -2.7744 0.1853
H -1.1705 -3.9663 1.0499
*
```

***

# 4
The following is a quantum chemistry calculation of a structure of composition C33H38As2CoN2SSi in a non-equilibrium geometry, from the OMol25 dataset.

The value obtained for the orbital gap (spin up / spin down) is 5.987 / 5.438 eV. The lowest unoccupied orbital energy (spin up / spin down) comes out at 0.0035 / -0.0388 Eh. Its expectation value of S² is 3.813. The energy above the lowest of the compared OMol25 structures with the same formula, charge and spin comes out at 6.41 kcal per mole.

Geometry as ORCA input:
```
! wB97M-V def2-TZVPD RIJCOSX def2/J DEFGRID3
* xyz 0 4
Co 0.1960 0.2309 0.7168
C -0.9166 -0.0913 4.3803
As 0.3286 0.7135 3.1005
C 0.5568 2.4291 4.0281
C 2.0242 -0.1169 3.6478
C 2.1952 -0.6443 4.9251
C 3.3848 -1.2546 5.2938
C 4.4259 -1.3380 4.3821
C 4.2699 -0.8054 3.1112
C 3.0779 -0.1958 2.7298
As 2.8186 0.5723 0.9452
C 4.2626 -0.2846 -0.0778
C 3.7518 2.2694 1.2995
H -0.7237 0.2456 5.3986
H -0.8590 -1.1786 4.3355
H -1.9253 0.2066 4.0962
H 0.7946 2.2492 5.0763
H -0.3700 2.9981 3.9569
H 1.3603 3.0073 3.5748
H 1.3862 -0.5890 5.6445
H 3.4963 -1.6670 6.2888
H 5.3573 -1.8161 4.6589
H 5.0882 -0.8716 2.4035
H 5.2517 -0.0127 0.2905
H 4.1702 0.0510 -1.1108
H 4.1430 -1.3678 -0.0594
H 4.7661 2.0727 1.6474
H 3.2188 2.8383 2.0595
H 3.7821 2.8580 0.3828
C 0.4973 4.2727 -0.7009
C 0.5332 4.1780 -2.1400
C 0.4359 2.9945 -2.7653
C 0.1059 1.7609 -2.0380
C 0.0647 1.8354 -0.4748
C 0.3649 3.1747 0.0654
C 0.4500 -0.8838 -2.1683
C 0.4684 -1.9730 -3.0749
C 0.4993 -3.2572 -2.6310
C 0.4825 -3.4939 -1.2418
C 0.4196 -4.7897 -0.6910
C 0.3792 -4.9690 0.6650
C 0.4385 -3.8567 1.5185
C 0.5233 -2.5894 1.0033
C 0.5116 -2.3656 -0.3877
N 0.5305 -1.0707 -0.8648
H 0.7101 5.2351 -0.2461
H 0.7473 5.0739 -2.7104
H 0.6463 2.9127 -3.8277
H 0.5268 3.2423 1.1357
H 0.4623 -1.7724 -4.1372
H 0.5380 -4.0941 -3.3175
H 0.3939 -5.6379 -1.3650
H 0.3145 -5.9670 1.0785
H 0.4230 -4.0026 2.5909
H 0.5871 -1.7369 1.6773
C -5.2261 1.6184 -3.5509
Si -4.6028 0.1574 -2.5143
C -5.5160 0.1932 -0.8734
C -5.0513 -1.4312 -3.4323
C -2.7327 0.4069 -2.4326
C -2.0366 0.3907 -3.6750
C -0.6995 0.4356 -3.9100
C 0.3772 0.4905 -2.8421
N -1.1190 1.7524 -1.2906
C -2.0545 0.7908 -1.2308
S -2.3385 0.0570 0.2794
H -6.3094 1.5615 -3.6802
H -4.7720 1.6366 -4.5445
H -4.9945 2.5676 -3.0634
H -6.5946 0.1851 -1.0551
H -5.2723 1.0911 -0.3049
H -5.2630 -0.6659 -0.2537
H -6.1313 -1.4619 -3.5927
H -4.7714 -2.3185 -2.8611
H -4.5694 -1.4938 -4.4106
H -2.6618 0.2614 -4.5561
H -0.3670 0.4109 -4.9419
H 1.3399 0.6356 -3.3417
*
```